1.
{"formula": "C5H11P", "method": "wB97M-V/def2-TZVPD", "symbols": ["C", "C", "C", "C", "C", "P", "H", "H", "H", "H", "H", "H", "H", "H", "H", "H", "H"], "coordinates": [[-0.2254, 3.3064, 0.3910], [1.1055, -2.4284, 0.3127], [0.6667, -0.9420, 0.1910], [0.6610, -2.8649, -1.1031], [-1.6839, 2.8898, 0.2439], [0.0767, -1.1202, -1.6015], [0.4146, 2.9909, 1.2108], [0.2874, 3.1586, -0.6056], [2.1937, -2.4198, 0.3999], [0.7615, -2.9873, 1.1604], [-0.2472, -1.0574, 0.8394], [1.3666, -0.1691, 0.5812], [1.2382, -3.4780, -1.7055], [-0.3142, -3.4860, -0.9232], [-1.7745, 2.0762, -0.4100], [-2.2153, 2.8564, 1.1783], [-2.3114, 3.6747, -0.1596]], "atomic_forces_ev_per_a": [[-0.083, -1.393, -2.116], [2.480, 1.014, -1.611], [-1.619, -1.078, 1.404], [-4.132, 0.087, 2.150], [0.696, 2.465, 1.482], [1.109, -0.507, 0.724], [-0.411, 0.283, 0.236], [-0.258, 0.691, 1.180], [0.160, -0.353, -0.126], [-0.580, -0.230, 0.288], [0.423, 1.477, -0.516], [-0.714, -0.444, -0.486], [1.478, -0.856, -1.185], [1.384, 0.924, -0.635], [-0.318, -1.517, -0.571], [0.101, -1.152, 0.728], [0.282, 0.587, -0.948]], "mulliken_charge": [-0.6291, -0.5816, -0.5688, -0.6254, -0.7579, -0.0276, 0.3169, 0.2309, 0.1963, 0.3410, 0.2309, 0.4038, 0.4205, 0.2098, 0.2142, 0.2942, 0.3319], "e_homo_ha": [-0.2899, -0.3119], "e_lumo_ev": [0.36, -0.57], "relative_energy_kcal_mol": 95.36, "spin_multiplicity": 1, "total_charge": 0}

=====

2.
{"formula": "C5H12", "method": "wB97M-V/def2-TZVPD", "symbols": ["C", "C", "C", "C", "C", "H", "H", "H", "H", "H", "H", "H", "H", "H", "H", "H", "H"], "coordinates": [[-1.6282, 0.3908, -1.1600], [-0.9608, -0.4038, -0.0359], [0.3224, 0.2550, 0.5538], [1.0438, -0.8774, 1.3391], [1.1959, 0.6897, -0.5922], [-1.3886, 0.0349, -2.1891], [-1.5076, 1.4761, -1.2044], [-2.7087, 0.2717, -1.0134], [-0.9069, -1.3698, -0.5676], [-1.6516, -0.5616, 0.7964], [0.1448, 0.9976, 1.3741], [1.8508, -0.4091, 1.8986], [0.3018, -1.2976, 2.0737], [1.4985, -1.6821, 0.7490], [1.5067, -0.2802, -0.9937], [0.6991, 1.2342, -1.4351], [2.0473, 1.2251, -0.2021]], "atomic_forces_ev_per_a": [[-1.339, 0.494, -0.573], [-0.434, 0.992, -0.229], [-0.380, -2.191, 0.131], [-0.558, 0.451, 0.888], [-0.148, -0.100, -0.547], [-0.029, 0.069, 0.814], [0.365, -0.024, 0.435], [0.021, -0.096, -0.425], [1.139, -0.108, 0.975], [-0.134, 0.045, -0.129], [-0.454, -0.124, -1.211], [0.195, -0.166, 0.288], [0.860, 0.164, -0.600], [-0.422, 0.191, -0.159], [0.444, 0.321, -0.403], [0.410, -0.177, 1.025], [0.462, 0.259, -0.279]], "mulliken_charge": [-1.3268, -0.4837, 0.4854, -1.4518, -1.2814, 0.3342, 0.3336, 0.3558, 0.2681, 0.4184, 0.2616, 0.4022, 0.3341, 0.3603, 0.3117, 0.3176, 0.3608], "e_homo_ha": -0.3870, "e_lumo_ev": 1.25, "smiles": "CCC(C)C", "relative_energy_kcal_mol": 20.86, "spin_multiplicity": 1, "total_charge": 0}

=====

3.
{"formula": "C5H12", "method": "wB97M-V/def2-TZVPD", "symbols": ["C", "C", "C", "C", "C", "H", "H", "H", "H", "H", "H", "H", "H", "H", "H", "H", "H"], "coordinates": [[-1.8352, -0.7355, -0.6764], [-1.0886, 0.4522, -0.0690], [0.2637, 0.7326, -0.6302], [1.2947, -1.2961, 0.3586], [1.0929, 1.6138, 0.2475], [-1.4348, -1.6860, -0.3037], [-2.9000, -0.7054, -0.4217], [-1.7345, -0.7337, -1.7658], [-1.1544, 0.4319, 1.0347], [-1.5934, 1.3854, -0.3808], [1.0196, -0.6921, -0.5501], [2.3633, -1.1455, 0.5217], [0.7367, -0.9971, 1.2498], [1.0675, -2.3303, 0.0996], [0.9018, 1.5823, 1.3340], [2.1676, 1.5023, 0.0636], [0.8331, 2.6210, -0.1119]], "atomic_forces_ev_per_a": [[-0.024, -0.026, -0.043], [0.038, 0.011, -0.025], [-0.213, 0.301, 0.207], [0.072, -0.150, 0.151], [0.008, 0.019, -0.028], [-0.029, 0.195, -0.050], [0.155, -0.005, -0.033], [-0.011, 0.021, 0.146], [0.077, 0.059, -0.143], [0.003, -0.027, 0.026], [0.071, -0.197, 0.084], [-0.097, -0.118, -0.012], [0.103, -0.064, -0.229], [0.114, 0.009, 0.096], [-0.062, -0.027, -0.161], [-0.234, 0.029, -0.041], [0.030, -0.032, 0.054]], "mulliken_charge": [-1.1420, -0.3404, -0.3514, -1.1555, -1.0796, 0.2725, 0.3735, 0.3188, 0.3501, 0.3246, 0.4457, 0.3328, 0.2738, 0.3164, 0.3282, 0.3488, 0.3838], "e_homo_ha": -0.2931, "e_lumo_ev": 0.81, "relative_energy_kcal_mol": 94.36, "spin_multiplicity": 1, "total_charge": 0}

=====

4.
{"formula": "C5H12Cl", "method": "wB97M-V/def2-TZVPD", "symbols": ["Cl", "H", "C", "C", "C", "C", "C", "H", "H", "H", "H", "H", "H", "H", "H", "H", "H", "H"], "coordinates": [[-2.2935, -0.3586, -2.4148], [-2.3364, -0.1236, -1.1924], [-2.4645, 0.2749, 3.5733], [-2.2657, -1.1531, 3.2636], [-1.3036, 1.0677, 3.1242], [-3.7755, 0.8628, 3.0494], [-4.8006, -0.1512, 2.3446], [-2.1687, -1.8640, 4.1036], [-3.0670, -1.4755, 2.5597], [-1.3130, -1.2240, 2.6920], [-0.7180, 1.5634, 3.9195], [-0.5879, 0.3735, 2.6385], [-1.6198, 1.8055, 2.3557], [-4.4190, 1.4723, 3.7423], [-3.4458, 1.5501, 2.2159], [-5.7541, 0.3953, 2.3232], [-4.4206, -0.3678, 1.3030], [-4.9644, -1.0696, 2.9394]], "atomic_forces_ev_per_a": [[0.036, -0.222, -1.146], [-0.034, 0.223, 1.159], [-1.146, 0.374, -1.271], [0.319, -1.454, -0.673], [1.503, 0.757, -0.107], [-1.237, -0.084, -0.828], [0.809, 0.961, 0.356], [-0.314, 0.275, -0.221], [0.713, -0.327, 0.805], [-0.610, -0.460, 0.449], [-0.341, 0.103, -0.261], [-0.109, 0.696, 0.195], [0.483, -0.107, 0.635], [1.033, -0.457, -0.246], [-0.715, -0.320, 0.919], [0.197, -0.330, -0.438], [-0.719, -0.057, 1.137], [0.130, 0.430, -0.465]], "mulliken_charge": [-0.2253, 0.2219, 0.6962, -1.0357, -1.1014, -0.2466, -1.2425, 0.2259, 0.2421, 0.2883, 0.2475, 0.2817, 0.2771, 0.3175, 0.0851, 0.3718, 0.2436, 0.3527], "e_homo_ha": [-0.2860, -0.4180], "e_lumo_ev": [0.73, 0.25], "s_squared": 0.75, "relative_energy_kcal_mol": 25.65, "spin_multiplicity": 2, "total_charge": 0}

=====

5.
{"formula": "C5H12Cl2N", "method": "wB97M-V/def2-TZVPD", "symbols": ["C", "N", "C", "C", "C", "C", "Cl", "Cl", "H", "H", "H", "H", "H", "H", "H", "H", "H", "H", "H", "H"], "coordinates": [[2.1377, -0.6728, 0.4995], [0.9003, -0.0213, 0.5908], [0.8755, 1.2645, 1.2915], [0.0185, 0.1613, -0.6812], [-1.4633, -0.0071, -0.4065], [-2.1873, -0.6266, -1.6128], [-1.6878, -1.1954, 0.9566], [-2.3114, 1.5025, 0.1804], [3.0814, -0.1023, 0.1600], [2.4429, -1.0557, 1.5048], [1.9794, -1.6598, -0.0987], [0.2323, -0.7779, 1.0999], [1.6660, 2.0241, 0.9881], [-0.1763, 1.6076, 1.2147], [1.0890, 0.9638, 2.3805], [0.2857, -0.6675, -1.2546], [0.1269, 1.1549, -1.0280], [-3.2411, -0.5862, -1.5517], [-1.9411, 0.2211, -2.2589], [-1.8273, -1.5271, -1.9744]], "atomic_forces_ev_per_a": [[3.890, -3.196, -0.779], [-4.233, 0.061, -0.526], [0.374, 0.213, 3.026], [0.407, -0.371, 2.287], [-1.896, -1.450, 1.547], [0.853, 4.235, 0.427], [0.102, -0.267, 0.248], [0.494, -0.648, -0.833], [-2.014, -0.507, -0.006], [-0.476, 0.491, -0.532], [0.561, 1.864, 0.698], [1.303, 2.044, -0.541], [-1.133, -1.233, -0.128], [1.063, 0.328, 0.298], [-0.314, 0.956, -1.383], [0.628, -0.799, -1.722], [0.755, 0.693, -0.988], [-1.071, -0.226, 0.568], [-0.228, -0.489, -1.256], [0.938, -1.699, -0.405]], "mulliken_charge": [-0.8576, 0.1207, -0.6295, -1.3013, 1.0669, -1.3237, -0.2207, -0.1288, 0.3060, 0.3680, 0.3286, 0.3965, 0.3167, 0.1649, 0.3760, 0.3926, 0.4635, 0.3813, 0.3970, 0.3827], "e_homo_ha": -0.5539, "e_lumo_ev": -2.91, "smiles": "C[NH+](C)CC(C)(Cl)Cl", "relative_energy_kcal_mol": 34.86, "spin_multiplicity": 1, "total_charge": 1}

=====

6.
{"formula": "C5H12Cl2Si", "method": "wB97M-V/def2-TZVPD", "symbols": ["C", "Si", "Cl", "C", "C", "C", "C", "H", "H", "H", "H", "H", "H", "H", "H", "H", "H", "H", "Cl", "H"], "coordinates": [[2.4485, -0.7016, 0.7049], [0.8943, -1.3581, 0.1277], [0.7160, -3.3258, -0.3577], [-0.6901, -0.1603, -0.1728], [-0.3451, 1.1633, 0.3802], [-1.0224, -0.1368, -1.6486], [-1.7657, -0.8223, 0.7680], [3.1947, -1.2577, 1.2427], [2.5140, 0.2798, 0.9477], [0.6784, 1.4335, -0.0826], [-1.0778, 1.8138, -0.0189], [-0.1528, 1.1107, 1.4207], [-1.3108, -1.1229, -2.1484], [-0.1578, 0.3275, -2.2497], [-1.9868, 0.3914, -1.7836], [-1.3987, -0.8861, 1.7777], [-2.5288, -0.0568, 0.9195], [-1.8709, -1.8299, 0.4180], [5.3412, 0.6456, 0.1297], [4.1450, 0.5523, 0.2358]], "atomic_forces_ev_per_a": [[-2.509, -3.627, -0.832], [1.462, 2.296, 0.607], [-0.169, -0.004, 0.030], [1.063, -3.649, 1.039], [3.366, 0.106, -2.054], [-0.444, -0.427, -1.559], [1.516, 1.366, -0.690], [0.246, -0.627, -0.338], [-0.367, 3.087, 0.653], [-1.530, 0.222, 0.593], [-0.763, 1.321, 0.343], [-0.409, 0.396, 1.090], [0.906, 0.845, 0.993], [-1.525, -0.505, 0.788], [0.600, 0.487, -0.093], [0.711, -0.189, 0.493], [-1.042, -0.787, -0.726], [-1.497, -0.381, -0.152], [3.320, 0.418, -0.294], [-2.935, -0.348, 0.107]], "mulliken_charge": [-1.1428, 0.3478, -0.2568, 1.4721, -1.7947, -1.5414, -1.7090, 0.4238, 0.4333, 0.3266, 0.5197, 0.4538, 0.3221, 0.3571, 0.4109, 0.4466, 0.4207, 0.4410, -0.2128, 0.2821], "e_homo_ha": -0.3099, "e_lumo_ev": 0.32, "smiles": "C=[Si](Cl)C(C)(C)C.Cl", "relative_energy_kcal_mol": 113.44, "spin_multiplicity": 1, "total_charge": 0}